Density functional theory data (ωB97M-V/def2-TZVPD) for 22 unconnected molecules or ions with the total composition C52H158N34O22 at a distorted geometry.

Values from the calculation:
Energy above the lowest of the compared OMol25 structures with the same formula, charge and spin ... 0.000 eV
E ... -152197.14317 eV
Charge ... 0
Highest occupied orbital energy ... -0.3047 Ha

```
266
Properties=species:S:1:pos:R:3:forces:R:3
C -1.327004 3.040986 -5.143958 0.66 -0.75 0.53
C -1.263886 1.730893 -4.309681 -0.75 0.97 1.48
C -2.408937 1.720680 -3.210108 1.79 -0.85 -0.03
O -2.256087 2.825065 -2.383500 0.29 1.89 -0.33
C -3.055809 2.819300 -1.224106 -0.62 -0.58 -0.38
N -1.301299 0.554645 -5.137143 -0.62 0.13 -0.54
H -0.500632 3.112069 -5.851184 -0.01 -0.31 -0.12
H -1.208718 3.899971 -4.483469 -0.42 -0.02 0.05
H -2.254968 3.087323 -5.713897 -0.12 0.11 0.14
H -0.339198 1.616576 -3.744009 0.23 0.70 0.16
H -2.236494 0.893646 -2.521353 0.18 -0.94 -0.23
H -3.371503 1.494872 -3.669009 -0.57 0.78 -0.13
H -2.851225 1.887123 -0.697515 -0.30 -0.23 0.34
H -4.091188 2.874246 -1.560357 -0.34 -0.20 0.34
H -2.902562 3.641004 -0.524523 0.62 0.14 -0.50
H -1.466856 -0.253340 -4.554163 0.13 -0.28 0.09
H -2.145693 0.671802 -5.678790 -0.12 -0.46 -0.66
C -5.417794 -7.596574 1.711877 -1.43 0.76 0.76
C -4.745888 -6.218076 1.837005 0.22 -0.60 -0.39
C -5.635092 -4.943635 1.670263 -0.72 -1.71 -0.17
O -4.943208 -3.735705 1.668493 0.47 -0.22 -2.09
C -4.323174 -3.491981 0.352544 0.74 1.35 1.14
N -3.932067 -6.114081 3.054161 -1.03 0.49 0.17
H -5.952314 -7.621697 0.762261 0.40 -0.33 -0.27
H -6.220408 -7.769698 2.428777 -0.02 0.09 0.44
H -4.710471 -8.414448 1.849175 0.10 0.19 -0.35
H -4.068316 -6.415211 1.006272 0.51 1.38 -0.30
H -6.378446 -4.887080 2.465439 0.18 -0.15 0.49
H -6.258492 -5.039665 0.781310 0.11 -0.01 -0.42
H -4.138782 -2.417815 0.335902 -0.10 0.11 0.08
H -4.900277 -3.676786 -0.553489 -0.44 -0.63 0.45
H -3.321146 -3.920018 0.323768 -0.16 -0.56 -0.15
H -4.577694 -6.236107 3.821215 -0.05 -0.43 0.52
H -3.723538 -5.129974 3.144399 0.53 0.45 0.02
C 2.539670 -4.176246 -6.099237 -0.75 1.24 0.78
C 1.794029 -2.790536 -5.911804 0.25 -1.92 -0.11
C 2.007031 -2.119027 -4.548988 0.12 -1.49 -0.15
O 1.424539 -2.978332 -3.578568 -0.85 0.19 -0.01
C 1.146145 -2.302438 -2.379652 0.71 -0.14 0.45
N 2.040691 -1.944614 -7.051909 0.09 0.73 0.37
H 2.151021 -4.697440 -6.974110 0.33 0.37 -0.28
H 2.303751 -4.843055 -5.269895 0.23 0.15 0.27
H 3.611271 -3.980158 -6.135640 0.09 -0.33 -0.21
H 0.745252 -3.082981 -5.963222 -0.31 0.29 0.17
H 1.543263 -1.132859 -4.526352 0.00 0.15 -0.03
H 3.064090 -2.068651 -4.287851 0.40 0.52 -0.24
H 2.069332 -2.138992 -1.823670 0.21 0.15 0.16
H 0.519046 -2.913133 -1.730121 -0.21 -0.06 -0.23
H 0.711473 -1.315788 -2.539888 -0.35 0.10 -0.08
H 2.979519 -1.573484 -7.020827 0.76 -0.43 -0.18
H 1.560073 -1.081365 -6.842348 -0.76 0.22 -0.67
C 5.800796 6.430931 -5.774680 0.06 -0.02 -0.77
C 4.570695 7.300097 -5.603539 -1.63 -1.22 -2.48
C 3.177563 6.496867 -5.702939 2.05 -0.13 -0.07
O 3.119323 5.495269 -4.692439 -0.43 0.04 0.60
C 1.840854 4.884574 -4.471715 0.42 -0.05 0.24
N 4.518957 8.121259 -4.493384 -0.30 0.39 3.30
H 5.843786 5.517289 -5.181788 -0.25 0.06 0.17
H 6.712125 6.995759 -5.578359 -0.03 0.09 0.10
H 5.826868 6.179038 -6.834851 0.24 -0.41 -0.04
H 4.493467 8.005841 -6.430621 0.22 -0.34 -0.72
H 3.164899 5.903278 -6.617047 -0.27 0.64 -0.60
H 2.391087 7.247389 -5.623757 -0.27 -0.19 -0.02
H 1.343395 4.474222 -5.350496 0.38 0.07 -0.42
H 1.122936 5.552833 -3.996200 0.03 0.28 -0.03
H 2.051973 4.069276 -3.779750 -0.19 -0.04 0.04
H 4.414087 7.456198 -3.740518 -0.21 0.16 0.91
H 5.401433 8.541228 -4.238520 0.28 0.36 -0.50
C -3.440203 -7.246525 -2.717853 0.94 -0.34 1.64
C -4.093975 -5.927647 -2.990756 0.00 -0.26 -2.91
C -2.979905 -4.919511 -3.442816 -0.99 0.77 1.07
O -3.428069 -3.535015 -3.511370 0.49 -0.88 0.07
C -2.335478 -2.588245 -3.663101 -2.05 -0.51 0.49
N -5.030990 -6.315346 -4.066719 -1.06 0.98 -0.23
H -4.183652 -8.023922 -2.541689 -0.02 0.19 0.23
H -2.820690 -7.072944 -1.837981 0.22 -0.62 0.30
H -2.779296 -7.653026 -3.483399 -0.04 0.46 -0.40
H -4.714341 -5.611789 -2.152015 0.35 0.28 0.09
H -2.568952 -5.255988 -4.394659 -0.02 -0.01 -0.22
H -2.197227 -4.985401 -2.687068 0.29 0.11 0.08
H -2.768720 -1.629765 -3.377262 -0.10 0.11 0.07
H -2.108340 -2.506748 -4.726056 0.92 -0.30 0.14
H -1.583081 -2.812377 -2.906942 0.62 -0.09 -0.64
H -4.587282 -6.513386 -4.952161 0.59 -0.25 0.09
H -5.675352 -5.578680 -4.316142 -0.18 0.32 0.24
C 0.609086 8.298198 -2.321311 -1.39 0.83 -0.31
C 1.815621 7.969347 -1.473866 -0.34 2.72 -0.80
C 1.434592 7.629892 -0.018102 0.05 0.77 -1.26
O 0.795312 8.713985 0.680825 0.18 -1.04 -1.76
C 0.580882 8.445186 2.020673 0.41 1.11 1.86
N 2.586496 6.946153 -2.141013 -0.51 -1.31 0.82
H 0.729012 8.641356 -3.348910 1.12 0.16 -0.07
H 0.027634 9.111217 -1.886565 -0.23 -0.18 0.32
H -0.055421 7.456584 -2.516804 -0.19 -0.44 0.69
H 2.433434 8.867030 -1.450160 0.10 0.22 0.21
H 2.429421 7.437846 0.383808 -0.34 -0.80 0.87
H 0.695951 6.838584 -0.145964 0.35 -0.75 0.78
H 1.529598 8.316572 2.541711 0.32 0.02 0.11
H -0.047285 7.653743 2.429482 -0.36 -0.71 -1.19
H 0.110432 9.338933 2.430558 0.15 0.19 -0.01
H 1.827896 6.290465 -2.262251 0.27 -1.32 0.06
H 2.720593 7.171145 -3.116461 0.25 0.71 0.01
C 3.997165 2.549863 0.552989 -1.05 1.66 0.29
C 3.539690 4.069952 0.627442 -0.21 -1.38 0.38
C 3.819365 4.795495 1.932621 0.87 -0.62 1.00
O 2.974322 4.297206 2.969024 -1.48 -0.44 0.19
C 3.081147 4.955259 4.222765 1.09 1.57 -0.04
N 4.114793 4.662926 -0.523126 1.57 0.69 -0.99
H 5.079057 2.461768 0.652178 0.04 0.17 0.46
H 3.784454 2.195211 -0.455511 -0.35 -0.11 0.35
H 3.468288 1.986466 1.321736 0.27 -0.37 -0.14
H 2.476957 4.264567 0.483115 -0.46 -0.92 0.10
H 3.695789 5.854003 1.703710 -0.28 0.37 0.45
H 4.793532 4.603670 2.382398 0.74 0.29 -0.73
H 2.571931 4.535898 5.090486 -0.59 -0.63 -0.74
H 2.786381 5.996488 4.092131 -0.52 0.21 0.07
H 4.110686 5.053758 4.566915 0.42 -0.43 -0.31
H 3.723702 5.524984 -0.875255 -0.24 0.26 0.17
H 5.102002 4.802424 -0.361692 0.32 0.20 -0.12
C 4.347050 -5.911421 -1.921534 -1.26 -0.94 0.35
C 3.330726 -5.069624 -1.113286 0.22 -0.41 -1.02
C 2.058038 -5.838317 -0.605494 0.55 1.26 -0.47
O 1.452760 -6.612633 -1.615866 -1.25 0.00 -0.48
C 0.564781 -5.913504 -2.494393 0.00 -0.25 -1.17
N 4.096979 -4.447626 -0.065534 0.39 0.14 0.68
H 5.083077 -5.353429 -2.500343 0.09 0.36 0.53
H 3.838499 -6.517691 -2.671138 -0.18 -0.12 0.05
H 4.787823 -6.587895 -1.189280 0.51 -0.05 -0.25
H 3.053240 -4.274667 -1.805489 -1.03 -0.09 -0.27
H 1.340978 -5.084206 -0.281077 -0.12 0.30 0.14
H 2.157093 -6.501936 0.253520 0.85 -0.08 -0.02
H -0.071634 -5.117116 -2.108603 0.61 0.27 0.89
H -0.193069 -6.573816 -2.915982 0.21 -0.78 0.27
H 1.080983 -5.536279 -3.377194 0.29 0.30 0.22
H 4.791835 -3.939259 -0.593576 0.62 0.00 0.29
H 3.631099 -3.679754 0.396462 -0.51 0.08 0.32
C -1.344878 -1.517244 0.658492 0.73 0.91 0.75
C -0.383671 -0.699444 1.606493 0.88 -0.29 -3.10
C -0.012590 0.661130 1.048956 0.14 -0.31 -1.45
O 0.756866 0.525268 -0.191837 -1.29 0.39 0.77
C 0.948966 1.808919 -0.788107 0.03 -0.37 -0.03
N -0.931776 -0.490090 2.883054 0.22 -0.32 1.32
H -1.644767 -2.439028 1.156970 0.28 -0.14 -0.13
H -0.862436 -1.701231 -0.301455 -0.09 -0.12 0.01
H -2.259952 -0.945148 0.505395 -0.12 0.21 -0.13
H 0.574740 -1.218538 1.596519 0.06 -0.48 0.71
H 0.597042 1.244645 1.738841 -0.16 0.02 0.29
H -0.964980 1.148060 0.839300 0.03 0.68 -0.13
H 0.021370 2.302599 -1.077859 -0.35 -0.11 0.17
H 1.507133 1.641161 -1.709192 0.28 0.07 0.06
H 1.498630 2.449965 -0.098880 0.06 0.11 -0.14
H -1.877848 -0.157173 2.763786 -0.15 -0.04 0.28
H -0.944771 -1.418795 3.279820 -0.66 -0.08 0.46
C -4.429772 4.211473 2.350450 1.79 0.17 -1.14
C -3.441009 3.184003 2.949387 -1.55 1.57 1.14
C -1.960125 3.661336 3.029376 -0.12 -1.64 -0.34
O -1.387410 3.790337 1.731864 0.03 1.87 0.11
C -0.130494 4.481484 1.890997 -0.21 -0.60 -0.45
N -3.979731 3.027676 4.318380 0.68 -1.15 1.22
H -4.010775 4.336130 1.351941 -0.71 0.75 -0.41
H -4.374647 5.141342 2.916497 0.28 0.18 -0.12
H -5.489666 3.958214 2.326232 0.25 -0.66 -0.11
H -3.535663 2.260275 2.378549 0.19 -0.22 0.25
H -1.284537 2.921872 3.459360 -0.56 -0.68 0.81
H -1.813368 4.507994 3.699996 -0.40 0.72 -0.39
H 0.279801 4.733191 0.913043 -0.15 -0.32 -0.12
H 0.566531 3.835243 2.424514 0.19 0.04 0.04
H -0.205049 5.427578 2.427134 -0.37 -0.02 0.21
H -4.981655 2.901199 4.334259 -0.25 -0.14 -0.63
H -3.884744 3.865064 4.875041 0.55 0.25 -0.11
C -1.114815 -6.724665 1.098205 0.45 3.72 -0.86
O -0.896250 -5.473840 1.195094 0.24 -1.33 -1.01
N -0.825239 -7.495822 0.087134 2.28 -0.39 -3.29
N -1.785095 -7.315034 1.983843 -2.50 -2.96 4.38
H -1.079937 -8.467074 -0.021961 0.05 0.38 0.35
H -0.066692 -7.142466 -0.478403 0.13 -0.43 -0.61
H -2.385915 -6.789396 2.602572 -0.21 -0.03 0.56
H -1.868485 -8.321493 1.997319 -0.07 0.27 -0.01
C 5.658146 2.437088 4.162554 2.33 4.11 -0.61
O 6.051935 3.621210 3.961927 -0.59 -0.86 0.22
N 4.426256 2.045125 4.044217 -3.44 -1.27 -0.46
N 6.489508 1.487061 4.510432 1.34 -1.13 0.47
H 4.311046 1.047462 3.936978 -0.34 -0.07 0.18
H 3.686223 2.656213 3.729550 0.37 0.10 -0.15
H 7.468421 1.731859 4.553983 -0.36 -0.48 0.03
H 6.049257 0.580906 4.582290 0.98 -0.61 0.29
C 4.235833 -0.970867 -0.161166 1.18 -3.28 2.00
O 4.140836 -1.535018 0.949143 -0.10 0.76 -0.20
N 3.424315 -0.212402 -0.741095 -5.24 3.62 -0.87
N 5.192957 -1.282274 -1.003296 3.93 -1.87 -1.01
H 3.641995 0.220039 -1.627493 0.06 0.10 0.04
H 2.520474 -0.034794 -0.326809 -0.02 0.11 0.10
H 5.100879 -1.136924 -1.998532 0.24 0.08 0.32
H 5.867292 -1.932750 -0.626128 0.13 0.17 -0.46
C -6.557406 -2.836290 6.828238 2.92 -0.01 2.02
O -5.805524 -2.898201 7.826330 -1.15 0.04 -1.10
N -6.163577 -2.727929 5.582616 2.65 0.19 -3.66
N -7.848309 -2.832283 6.831558 -4.06 -0.28 1.60
H -5.193069 -2.649424 5.314187 0.05 -0.09 0.38
H -6.787923 -2.901840 4.807992 0.19 0.11 0.28
H -8.311968 -2.952956 7.720700 -0.30 0.11 -0.44
H -8.315995 -2.654083 5.954284 -0.44 -0.06 0.81
C 0.507040 0.937756 5.982568 2.36 0.39 0.86
O 1.056651 1.508573 6.923177 -0.30 -0.23 -0.47
N -0.778802 0.862297 5.756219 -3.78 0.29 0.43
N 1.112867 0.253512 4.990640 2.01 -0.32 -0.12
H -1.438112 1.313404 6.374215 0.10 -0.18 -0.31
H -1.041970 0.329410 4.939590 -0.62 0.50 0.25
H 2.119833 0.310001 4.936485 -0.24 -0.20 -0.20
H 0.523742 -0.071219 4.237254 0.65 0.08 -0.37
C -2.211738 -2.905292 6.709197 -2.99 -0.72 0.65
O -2.587315 -2.847635 5.548491 -0.62 0.62 -2.45
N -3.049100 -3.037857 7.725719 -0.80 0.12 1.23
N -1.001903 -2.991569 7.090381 5.77 0.50 0.83
H -4.051834 -3.012500 7.607505 -0.37 0.06 0.33
H -2.606345 -3.106844 8.630878 -0.83 -0.04 -0.04
H -0.247470 -2.822811 6.440423 0.08 -0.28 -0.28
H -0.756223 -2.839255 8.058140 -0.06 -0.12 -0.29
C 0.557506 -4.153243 3.887823 0.97 -0.25 -0.13
O 0.978077 -3.688755 4.941221 1.06 0.45 1.24
N -0.612945 -3.867317 3.457160 -5.39 2.43 -0.26
N 1.224521 -4.877847 3.028525 3.78 -2.23 -0.56
H -1.193231 -4.402739 2.827325 0.72 -0.23 -0.42
H -1.100281 -3.225062 4.065533 -0.46 -0.40 0.23
H 2.143843 -5.165453 3.332228 -0.03 0.01 -0.16
H 0.927764 -5.219057 2.125413 -0.67 0.41 0.26
C 1.913769 1.353815 -6.939912 1.15 0.45 -2.09
O 1.506126 0.831891 -7.929284 -2.75 -1.87 -1.81
N 2.949447 2.121461 -7.041331 5.40 4.19 -0.31
N 1.572950 1.300001 -5.693490 -2.23 -1.41 2.96
H 3.324106 2.537368 -7.882010 -0.46 -0.71 -0.12
H 3.321322 2.529101 -6.195372 0.03 0.19 -0.49
H 2.219545 1.710709 -5.035209 -1.03 -0.30 0.39
H 0.624501 0.970006 -5.585567 -0.21 -0.29 1.12
C -4.200891 -0.554807 3.236807 0.27 1.01 1.64
O -5.005528 -0.156874 2.469060 -3.90 1.86 -3.91
N -3.710856 0.190955 4.176280 1.88 1.52 3.38
N -3.729099 -1.741759 3.190680 1.07 -4.89 -0.64
H -3.107222 -0.279685 4.835241 -0.07 0.21 0.17
H -4.082387 1.077536 4.486180 0.15 0.27 -0.35
H -4.283544 -2.334898 2.589946 0.28 -0.35 0.07
H -3.359867 -2.169615 4.027761 0.32 -0.12 0.12
C -7.121473 1.996284 0.866081 -0.98 3.35 -6.04
O -7.757520 2.879919 0.259111 0.08 -0.43 1.14
N -7.222654 1.600614 2.062123 -1.97 -1.39 6.53
N -6.169182 1.303257 0.268161 1.73 -1.18 -1.38
H -8.063114 1.783995 2.591362 0.19 0.17 -0.19
H -6.720048 0.752715 2.282454 -0.12 0.20 0.68
H -5.882113 1.521738 -0.675203 -0.01 -0.24 0.48
H -5.772149 0.628420 0.906179 1.14 -0.26 -1.22
C 3.976963 -1.650997 4.455940 1.09 2.63 0.80
O 4.957624 -0.885417 4.568577 0.14 -0.77 -0.24
N 3.180016 -1.676913 3.444482 -1.92 0.57 -4.05
N 3.460450 -2.335690 5.422608 0.04 -2.09 4.88
H 2.275631 -2.121813 3.509765 0.37 -0.07 -0.08
H 3.469466 -1.275764 2.563924 0.04 -0.21 -0.37
H 3.809703 -2.154377 6.352795 0.13 -0.09 -0.21
H 2.552437 -2.776509 5.386463 0.05 -0.16 -0.36
C 4.559016 1.950030 -3.588268 0.10 -0.68 2.40
O 4.440172 0.886039 -2.985943 -0.09 -0.56 -0.52
N 4.933703 2.109620 -4.815922 0.96 -0.37 -4.07
N 4.410414 3.132971 -3.030595 -0.61 1.73 2.23
H 5.272304 3.043852 -4.996624 0.24 -0.57 -0.75
H 5.114951 1.320723 -5.419991 0.08 0.29 0.01
H 4.282526 3.987572 -3.553468 0.12 -0.02 0.09
H 4.539499 3.214179 -2.032178 -0.60 0.42 0.14
```
Forces are in eV/Å.